This record from OMol25 describes C47H48CeN4O6P2S as an isolated structure at a distorted geometry. The level of theory is ωB97M-V with the def2-TZVPD basis set.

Its HOMO energy is -6.6 eV. The gap between HOMO and LUMO is 5.5 eV. The charge is 0.

Structure (XYZ):
```
109
C47H48CeN4O6P2S ωB97M-V with the def2-TZVPD basis set
Ce -0.86822 0.10689 0.81313
S 0.72598 -0.24573 3.02108
P 2.33600 -1.37136 0.93419
P 2.11718 0.32289 -1.58845
O 1.88312 -1.22263 2.76457
O 0.84310 0.27103 4.34849
O -0.53763 -0.95427 2.77768
O 0.71085 0.63384 -1.18021
O 0.82397 0.85253 2.00693
O 0.86417 -1.30985 0.53719
N -2.03661 2.35807 0.49027
N -2.13787 -1.80853 0.06452
N -2.00272 0.49443 -1.51879
N -3.21905 -0.22403 1.83958
C 1.79346 -0.02222 -6.16074
C 1.33543 -1.03254 -5.32528
C -1.59770 -2.45714 -1.11343
C 2.81518 -3.10671 1.21308
C -2.97990 1.35936 -1.47041
C 2.43029 1.08529 -5.62171
C -5.95857 -3.75129 1.40709
C -5.07056 3.46974 -2.62973
C 4.69225 3.90547 -0.34156
C 2.14569 0.18939 -3.40746
C -4.10592 4.21753 -1.98576
C -3.57590 -3.64509 0.66074
C 3.89428 -3.53618 1.97734
C -5.14996 2.07763 -2.61485
C -3.19692 -2.28934 0.68953
C 5.29975 2.85491 -1.01577
C -4.74032 -4.29132 1.03880
C -3.82217 0.80264 2.68553
C 6.27271 0.90079 2.03300
C 3.33439 3.86195 -0.06214
C -2.74214 2.54484 -0.61275
C -2.53332 2.80453 3.76881
C -5.34698 -1.33225 1.61356
C 2.83797 -1.22013 -0.96480
C 5.02537 -0.83044 0.93679
C 2.58287 2.76576 -0.45438
C -1.97017 -0.44813 -2.62785
C -3.13797 3.82135 -1.07191
C -2.85683 1.30760 3.78121
C -4.22496 1.17644 -2.15027
C 3.81264 -0.29276 1.37548
C -1.43873 3.23460 2.78299
C 4.11505 -4.89135 2.16995
C 5.08020 1.45102 2.47246
C 1.51217 -0.92564 -3.95622
C 3.86654 0.85710 2.16240
C 3.19053 1.70882 -1.12764
C -2.35635 -1.89808 -2.32285
C 4.55115 1.75868 -1.41163
C -6.21960 -2.39521 1.57305
C 2.15410 -5.40487 0.88460
C 3.25026 -5.82744 1.62163
C -1.90273 3.52976 1.35508
C 1.93920 -4.05093 0.68150
C -3.93066 -1.25717 1.47064
C 6.23973 -0.25014 1.26451
C 2.60300 1.19476 -4.24942
H 1.14682 -1.71070 -3.30342
H 3.41736 -6.88357 1.78980
H 4.54654 -2.81143 2.44583
H -5.82487 4.00773 -3.19024
H 0.83154 -1.89625 -5.74012
H 2.33100 -2.03748 -1.48325
H 5.02529 0.93991 -1.94211
H -7.26159 -2.13602 1.73007
H -0.93556 -0.44470 -2.98004
H -2.86671 4.05009 1.40863
H 3.08993 2.06829 -3.83197
H 6.35922 2.89301 -1.23420
H 7.16311 -0.70134 0.92325
H 1.07126 -3.71075 0.12849
H -2.79223 -4.30684 0.31104
H -2.14557 -2.49971 -3.21213
H -5.82268 -0.36978 1.75450
H -2.59458 -0.08825 -3.45124
H 5.09236 2.34715 3.08004
H 1.46558 -6.13151 0.47263
H -6.78657 -4.43605 1.54017
H -1.68283 -3.54533 -1.10739
H -3.44211 3.38672 3.58445
H -4.47040 0.13244 -2.31174
H -0.98573 4.15189 3.16491
H 1.52147 2.71638 -0.24814
H -2.18846 3.06692 4.77155
H -4.15093 5.28789 -2.15920
H -1.92847 0.74516 3.71791
H -3.42739 -1.97231 -2.11504
H -4.13360 1.63682 2.04521
H 5.28075 4.76052 -0.03398
H -0.54098 -2.18761 -1.20792
H -1.18670 4.23430 0.90841
H 3.88935 -1.23397 -1.24396
H -4.71539 0.41885 3.18047
H 2.78425 1.87369 -6.27350
H 4.96504 -5.21897 2.75460
H -6.02379 1.64773 -3.09343
H 5.02865 -1.73357 0.34159
H -2.56110 4.63929 -0.65839
H -0.65011 2.48533 2.76722
H 2.86220 4.68287 0.46251
H -3.28828 1.06203 4.75258
H 7.21787 1.36395 2.28588
H -4.71561 -5.37342 0.96614
H 2.96375 1.30221 2.53291
H 1.65075 -0.09849 -7.23077
```

Mulliken atomic charge list, values in e, 6 entries:
1 Ce -1.513
2 S 1.155
3 P 2.215
4 P 0.951
5 O -0.532
6 O -0.759

This record from OMol25 describes C47H48N9O3PRhS3 as an isolated structure at a distorted geometry. The level of theory is ωB97M-V with the def2-TZVPD basis set.

Its HOMO energy (spin up / spin down) is -13.9 / -15.0 eV. The gap between HOMO and LUMO (spin up / spin down) is 7.1 / 5.2 eV. The charge is +3. The spin multiplicity is 5.

Structure (XYZ):
```
112
C47H48N9O3PRhS3 ωB97M-V with the def2-TZVPD basis set
Rh 0.38735 -2.00863 -0.28365
S 1.75895 1.40735 -0.18903
S -0.58713 3.13125 -0.24110
S -2.05108 0.55240 -0.41872
P 1.23336 -4.09325 0.40132
O 1.46866 -1.65602 -1.96138
O 3.51817 -1.16796 -2.53497
O 3.16406 -2.09262 -0.59793
N 0.86542 2.73716 0.24752
N 2.76392 -1.61193 -1.69502
N 1.48919 -0.02823 -0.01231
N -1.23711 -3.17615 -0.22933
N -1.02604 -0.44112 -0.85572
N 1.15761 -6.78359 1.46260
N 3.21762 -5.88246 0.70554
N 2.23985 -5.00368 2.71559
N -1.75329 2.14296 -0.73794
C -1.39534 4.12351 0.96155
C 4.32074 1.01740 0.67965
C -4.29410 1.28476 2.87879
C -2.16600 0.50919 3.61041
C 3.53948 1.83401 -4.37381
C 3.48203 -5.35208 2.03002
C -2.62647 0.64068 1.24055
C 0.89166 6.30903 -2.10365
C -5.69694 -0.26663 -1.97369
C -2.94458 -4.61067 -1.05921
C -3.19914 0.47683 -2.88985
C -3.38970 0.27950 -1.53668
C 2.39443 1.89338 -1.82215
C -5.55983 0.15867 -3.28513
C -0.88294 4.37081 2.22437
C -1.70870 -3.98582 -1.20394
C -3.25451 -3.47341 0.98822
C -3.90514 1.19483 1.54193
C -3.43654 0.97252 3.89734
C -2.77435 5.83620 2.68182
C 0.65804 5.28065 -1.22628
C 5.49875 2.31988 2.31444
C 0.14207 6.33388 -3.30949
C -1.97181 -2.92630 0.86723
C 0.33855 -5.71167 0.64923
C 2.19799 1.56682 -4.18806
C 2.44883 -7.08135 0.77678
C -0.72853 5.32084 -3.62082
C 5.48275 1.20440 1.46662
C -4.28831 0.39147 -3.77317
C 4.37772 3.09448 2.52495
C -3.30346 5.56602 1.41364
C -2.63740 4.67318 0.55871
C 1.64226 1.48924 -2.91509
C -0.28328 4.30476 -1.53303
C 3.14573 1.75270 0.94962
C 1.39190 -6.13290 2.83952
C -3.76276 -4.24848 -0.00532
C 3.19114 2.79900 1.90090
C -1.75353 0.42187 2.28469
C -4.61616 -0.25744 -1.12519
C -0.93236 4.23725 -2.74124
C 1.61014 -3.79206 2.18602
C -1.62011 5.24173 3.09856
C 3.68494 2.40854 -2.00851
C 2.73245 -4.93873 -0.30510
C 4.29400 2.27578 -3.28913
H 0.69344 0.96871 -2.77343
H 2.28668 3.32861 2.18798
H 5.35268 2.52843 -3.43337
H 4.13164 -4.46689 1.93640
H 2.24537 -2.91460 2.41161
H 2.28522 -7.50329 -0.22019
H -6.62838 -0.66919 -1.62404
H -6.42476 0.29512 -3.99089
H 1.58534 1.26841 -5.08108
H 2.58028 -5.45830 -1.26466
H -1.20822 5.43660 4.09717
H -5.29330 1.67739 3.04916
H 4.49836 3.94584 3.22886
H 3.00156 -7.81840 1.40402
H -0.72362 0.18215 2.03383
H -3.87934 -3.20568 1.87539
H -1.49290 0.22643 4.42503
H -3.78721 1.00413 4.96276
H -3.31119 6.40413 3.44172
H 0.67495 -3.55574 2.68610
H 0.62900 -7.64114 1.54474
H 4.08160 -6.05353 2.56631
H -4.70878 -0.68902 -0.12030
H 3.99289 1.76388 -5.36735
H -4.06731 0.64886 -4.81796
H 0.14392 -6.16973 -0.35170
H -4.55605 1.50541 0.73477
H 4.20233 2.87339 -1.20940
H 1.67418 7.07909 -1.93734
H -4.19206 6.05210 1.05929
H 1.92149 -6.93270 3.44412
H -1.01163 -4.14153 -2.04978
H -3.08719 4.42097 -0.39955
H 6.39883 2.55499 2.90364
H 0.43582 -5.94563 3.30839
H -4.76875 -4.62936 0.08012
H -1.47423 -2.36136 1.68303
H 3.59912 -4.25081 -0.46067
H 0.24888 7.18873 -4.01260
H 6.33285 0.47710 1.37440
H -0.60798 -5.57060 1.15231
H -1.25022 5.32988 -4.57790
H -1.57166 3.37670 -2.99092
H 4.32429 0.26967 -0.10355
H 0.05635 3.92263 2.51727
H 1.15523 5.21811 -0.28403
H -3.22558 -5.41083 -1.78546
H -2.20500 0.60910 -3.30474
```

Mulliken atomic charge list, values in e, 6 entries:
1 Rh -0.051
2 S 0.919
3 S 1.118
4 S 1.429
5 P 2.246
6 O -0.609

This record from OMol25 describes C47H49BN13P2PbS2 as an isolated structure at a distorted geometry. The level of theory is ωB97M-V with the def2-TZVPD basis set.

Its HOMO energy (spin up / spin down) is -7.6 / -8.0 eV. The gap between HOMO and LUMO (spin up / spin down) is 7.7 / 6.0 eV. The charge is 0. The spin multiplicity is 2.

Structure (XYZ):
```
115
C47H49BN13P2PbS2 ωB97M-V with the def2-TZVPD basis set
Pb 0.49866 0.07384 0.91943
S -1.07902 2.64992 0.46967
S 2.38136 2.41620 0.39354
P -0.52683 -1.67972 -1.98022
P 0.97777 0.67705 -2.53748
N 2.13878 1.30497 3.52683
N 0.96207 -1.44710 2.99611
N 0.83930 1.39594 3.17329
N 3.06218 -0.60449 1.14982
N -1.94282 -0.40019 1.90818
N 3.95817 0.14513 4.75165
N 5.25357 0.51610 4.61893
N 0.51105 -0.91460 -3.16988
N 2.07290 -1.24252 3.76117
N -1.01057 6.26286 0.53626
N -4.00547 -1.28282 2.68546
N 3.83583 -0.27523 2.22692
N 2.86286 5.99039 0.31008
C -3.28624 -1.50188 -2.91005
C 2.53259 2.46537 4.08086
C 5.67238 0.83037 5.83080
C -2.76660 -2.33627 0.83402
C -0.17802 1.85522 -3.36591
C -4.38573 1.09302 3.42189
C 2.20351 5.05701 0.34013
C 1.46125 3.84563 0.39584
C 4.80752 1.67579 -4.91514
C -4.04942 -0.34888 3.81472
C -1.27425 -4.81934 -4.54739
C -0.80263 -3.32076 -2.71937
C 3.57505 0.21258 6.04048
C -2.91412 -1.24243 1.85351
C 1.47017 3.33911 4.10383
C 2.46871 1.08954 -3.49052
C -4.61802 0.50415 -2.53636
C 1.19942 -3.18425 4.39421
C 3.59332 1.54371 -5.57081
C 3.87533 -0.87740 0.14540
C -0.71978 -4.41711 -1.87475
C 3.66533 1.29212 -2.83832
C 0.42633 2.60693 3.53147
C 1.65209 -1.80808 -3.42403
C -2.41896 0.29171 -1.61942
C 4.82937 1.58677 -3.53739
C -4.46926 -0.77179 -3.07647
C -1.22026 -5.90767 -3.70140
C 5.14052 -0.39387 1.87870
C -1.96482 2.45893 -4.86860
C 2.45549 1.23471 -4.87545
C -2.20740 -0.93576 -2.22813
C -1.13164 1.50800 -4.32511
C -1.05879 -3.54056 -4.07022
C -3.61213 1.00716 -1.75322
C -0.98057 4.13683 -3.48531
C 4.64598 0.66255 6.77432
C 0.44331 -2.60335 3.37221
C -1.91655 3.78501 -4.43832
C 5.20759 -0.78665 0.54600
C 2.21789 -2.27763 4.59988
C -0.10139 3.18971 -2.97433
C -5.25352 -1.93523 2.25050
C -5.95124 -1.23121 1.08165
C -0.51758 5.24051 0.50203
C -0.94155 -5.71105 -2.35088
C 0.04671 3.93736 0.46466
B 3.01856 -0.02877 3.54585
H 3.52336 2.58903 4.47654
H 6.68588 1.15764 5.99104
H -3.49049 -2.27085 0.02547
H -0.58750 2.90959 3.32117
H 3.45968 -1.10971 -0.81461
H 5.92245 -0.18572 2.59106
H 6.10325 -0.93831 -0.02328
H -2.85743 -3.32202 1.30200
H 4.74745 0.88664 7.82155
H -1.42952 -4.95809 -5.60157
H 1.41384 -2.56006 -4.16642
H -2.07877 0.30372 2.62777
H -1.63632 0.74191 -1.00974
H 1.52143 1.09354 -5.39939
H -0.92724 5.14343 -3.09929
H -4.79207 -0.72784 4.53495
H -6.19308 -0.20384 1.35140
H 0.61011 3.49761 -2.22161
H -5.03235 -2.98073 1.98012
H -5.33312 -1.21087 0.18863
H 2.50972 -1.25243 -3.82642
H 3.72409 1.26584 -1.75610
H -1.39479 -6.90477 -4.08813
H -1.20986 0.47655 -4.64497
H -5.30456 -1.21657 -3.60509
H -5.42698 1.15216 3.08972
H -3.70329 1.96078 -1.26052
H -0.48321 -4.27446 -0.83291
H 1.42615 4.35402 4.48834
H -1.76107 -2.24111 0.39105
H 3.04965 -2.30245 5.29123
H -3.19481 -2.49113 -3.33441
H -5.51615 1.08093 -2.69045
H -2.59609 4.52414 -4.82257
H 1.03837 -4.09990 4.93828
H -0.91150 -6.55546 -1.67543
H 2.55709 0.00463 6.31678
H -2.69265 2.17838 -5.61576
H -0.45798 -2.94885 2.89733
H -4.25113 1.74904 4.27572
H 3.52036 1.69380 -6.62980
H 2.02232 -2.31328 -2.52521
H 5.70658 1.89298 -5.46435
H -6.86950 -1.76046 0.85005
H -3.76115 1.47872 2.62264
H -3.07810 -0.38975 4.30750
H 5.75056 1.70087 -2.99936
H -1.09140 -2.70971 -4.75874
H -5.88797 -1.96318 3.13996
```

Mulliken atomic charge list, values in e, 6 entries:
1 Pb 1.104
2 S 0.151
3 S -0.022
4 P 0.723
5 P 0.928
6 N 1.762

This record from OMol25 describes C47H49ClN9OSZr as an isolated structure at a distorted geometry. The level of theory is ωB97M-V with the def2-TZVPD basis set.

Its HOMO energy is -14.5 eV. The gap between HOMO and LUMO is 4.8 eV. The charge is +3.

Structure (XYZ):
```
109
C47H49ClN9OSZr ωB97M-V with the def2-TZVPD basis set
Zr 0.37560 -0.11837 -2.52799
Cl -6.33197 -0.94680 -2.22002
S -0.60932 4.06394 -0.96086
O -2.67257 0.81328 2.01450
N 0.46478 1.80047 -1.50899
N -0.45141 -1.00902 -0.65583
N -0.09228 -2.02507 1.30458
N 2.54159 -1.26396 -2.07724
N -0.64710 -0.80172 1.49804
N 1.25564 -2.98078 -3.05855
N 0.70683 0.52354 -4.76196
N 4.53333 -1.86981 -1.02868
N 0.71208 -1.87294 -3.70144
C -3.23456 -2.08781 2.82593
C 4.22195 -3.23836 -1.00518
C -0.00259 -2.13171 0.01431
C 0.48992 1.98724 -6.63679
C -5.43524 -1.26628 -0.77154
C 1.28398 4.14228 1.14513
C 3.74796 1.89691 3.76503
C 5.04474 1.57346 1.65287
C -3.49553 -2.14541 0.31869
C -5.26730 -1.20937 1.61381
C -4.00681 -1.80108 1.56326
C -2.45450 3.06954 -3.39499
C 3.53084 -5.91029 -1.01763
C -0.52890 2.62860 -1.86681
C -1.52442 2.19111 -2.84583
C 2.63588 2.13357 1.50316
C -0.88488 -0.21737 0.34516
C -1.20125 0.94025 5.52980
C 2.22829 -2.62396 -2.27267
C -1.25442 2.62491 3.69470
C -4.19823 -1.88438 -0.84928
C 2.23512 3.43712 1.85571
C 0.46143 -0.52450 -5.59509
C -2.15210 0.27665 3.23165
C 3.03236 -3.63869 -1.61488
C 4.71949 -5.48878 -0.41452
C -0.75085 -0.22744 2.84737
C -1.53378 0.80441 -3.13640
C 0.72356 3.53595 0.02664
C 5.07472 -4.15413 -0.40561
C 2.08862 1.56941 0.35957
C -1.98988 1.42076 4.30392
C -3.46550 1.21977 -4.54754
C 3.70070 -0.97512 -1.51514
C 0.21116 -0.36710 -6.94007
C 0.62936 -1.84570 -4.97901
C -2.52996 0.34831 -3.99826
C 3.67756 1.37411 2.32619
C -3.36455 1.91310 4.77864
C 0.21544 0.92296 -7.47256
C -5.98122 -0.93555 0.45913
C 2.69389 -4.99635 -1.62037
C 0.71915 1.74711 -5.28523
C 3.35645 -0.12481 2.38672
C 1.15016 2.27820 -0.38149
C -3.01148 -0.88276 3.74712
C -3.42161 2.57837 -4.25714
H 1.78139 -5.31241 -2.10594
H 5.37340 -6.21458 0.04874
H 5.28017 2.63146 1.53691
H 4.16472 2.90188 3.82069
H -0.03905 0.59529 2.87600
H -0.20677 0.56806 5.27519
H -3.80956 -2.18635 -1.81234
H 0.02372 1.08222 -8.52473
H -1.72765 0.16216 6.08105
H 0.97205 5.12574 1.46887
H 4.40007 1.25169 4.35308
H 3.31915 -0.59710 1.40193
H -6.96640 -0.49328 0.51046
H -4.23888 0.83712 -5.19974
H -0.41389 -1.01054 3.52133
H -4.15134 3.24876 -4.68922
H -3.23367 2.80396 5.39195
H -1.29951 3.45853 4.39473
H 5.06172 1.11761 0.65769
H 0.36762 -3.01900 -0.47194
H 5.83132 1.11638 2.25360
H 3.99821 0.06442 -1.43084
H -3.79227 -2.81984 3.41542
H -2.28645 -2.57160 2.57523
H 2.76513 1.90159 4.24099
H 0.82983 -2.73141 -5.57882
H -0.19406 2.43107 3.51469
H -1.05921 1.77632 6.21489
H -1.71243 2.94733 2.75935
H 2.40343 -0.31050 2.88635
H 2.65873 3.90239 2.73306
H -1.36341 0.74286 0.25416
H -2.43151 4.12644 -3.15456
H -2.54795 -2.67241 0.26253
H 5.41826 -1.56301 -0.64438
H -2.59988 -0.70632 -4.24897
H 5.99633 -3.82807 0.05898
H 0.53194 2.99954 -7.01293
H -5.72078 -0.97893 2.57120
H -2.55583 -1.25011 4.66838
H -3.98592 -0.48464 4.02865
H 4.13153 -0.63715 2.95672
H -4.02009 2.19752 3.95147
H 2.34941 0.56137 0.05870
H 0.02550 -1.23136 -7.56328
H -3.60328 1.03096 2.13839
H -3.88067 1.17882 5.39337
H 0.91446 2.56742 -4.60419
H 3.27406 -6.96014 -1.01889
```

Mulliken atomic charge list, values in e, 6 entries:
1 Zr -0.287
2 Cl -0.213
3 S -0.293
4 O -0.429
5 N 0.308
6 N 0.557

Energy relative to the best compared isomer or geometry (same formula, charge and spin) list, top to bottom, in kcal per mole: 2.1, 43.8, 0.0, 29.3